Entry 1:
ORCA calculation (wB97M-V/def2-TZVPD) on a structure of composition C17H17N3O3 in a non-equilibrium geometry.

```
! wB97M-V def2-TZVPD RIJCOSX def2/J DEFGRID3
* xyz 0 1
C 3.455 3.673 1.699
H 3.106 3.927 0.576
O 4.446 2.755 1.646
C 4.385 1.625 1.196
C 5.489 0.987 1.317
C 5.577 -0.464 0.886
C 4.475 -0.969 0.346
C 3.320 -0.091 -0.073
C 3.365 1.182 0.484
H 2.398 1.796 0.452
C 2.216 -0.844 -0.801
O 2.340 -1.393 -1.794
N 0.845 -0.122 -0.110
C -0.384 -0.724 -0.567
C -1.420 -0.098 0.212
C -2.656 -0.530 0.042
C -3.067 -1.118 -1.133
C -1.940 -1.627 -1.987
C -0.734 -1.389 -1.844
H 0.204 -1.760 -2.262
H -2.118 -2.090 -3.056
N -4.217 -1.462 -1.285
C -4.913 -0.829 -0.304
O -6.060 -0.773 0.069
N -3.884 -0.163 0.214
C -4.224 0.476 1.699
H -3.820 1.654 1.788
H -5.218 0.433 1.764
H -3.602 -0.046 2.689
C -5.140 -1.996 -2.331
H -6.136 -1.930 -2.267
H -4.803 -2.917 -2.539
H -4.925 -1.541 -3.383
H -1.229 0.457 1.275
H 0.991 0.254 0.774
H 4.410 -2.133 -0.424
H 6.393 -1.030 0.731
H 6.445 0.958 2.018
H 2.641 3.333 2.149
H 3.989 4.526 2.133
*
```

Values from the calculation:
Energy relative to the best compared isomer or geometry (same formula, charge and spin)   14.748 eV
HOMO   -6.78 eV
LUMO energy   0.183 eV
Kohn-Sham gap   6.97 eV

Results of the natural (NBO) charge analysis, in e, for atoms 1 through 2: number 1, C, carries -0.23; number 2, H, carries 0.16

***

Entry 2:
ORCA calculation (wB97M-V/def2-TZVPD) on the molecule C11H12N2O in a non-equilibrium geometry.

```
! wB97M-V def2-TZVPD RIJCOSX def2/J DEFGRID3
* xyz 0 1
C 3.940 0.573 0.380
C 2.569 1.454 0.091
O 2.779 2.914 0.120
C 1.835 0.949 -1.322
C 0.477 0.124 -0.825
C 0.623 -1.531 -0.760
C -0.713 -2.356 -0.273
C -2.135 -1.602 0.166
N -3.253 -2.496 0.622
C -4.501 -1.727 0.953
C -4.595 -0.107 0.827
N -3.492 0.831 0.423
C -2.272 0.016 0.098
C -0.933 0.861 -0.428
H 4.794 0.945 -0.335
H 3.671 -0.574 0.193
H 4.224 0.708 1.527
H 1.830 1.212 0.993
H 2.266 3.266 0.928
H 1.538 1.862 -2.011
H 2.486 0.186 -1.928
H 1.631 -2.069 -1.077
H -0.690 -3.548 -0.227
H -5.457 -2.337 1.289
H -5.649 0.391 1.087
H -0.975 2.051 -0.509
*
```

Values from the calculation:
Energy relative to the best compared isomer or geometry (same formula, charge and spin)   13.038 eV
HOMO   -8.38 eV
LUMO energy   -1.211 eV
SMILES   C[C@@H](O)Cc1ccc2nccnc2c1
Kohn-Sham gap   7.17 eV

Results of the natural (NBO) charge analysis, in e, for atoms 1 through 2: number 1, C, carries -0.65; number 2, C, carries 0.11

***

Entry 3:
ORCA calculation (wB97M-V/def2-TZVPD) on the ion C4H8N with charge +1 in a non-equilibrium geometry.

```
! wB97M-V def2-TZVPD RIJCOSX def2/J DEFGRID3
* xyz 1 1
C -0.020 1.006 1.111
C -0.341 0.359 -0.196
C -0.857 1.164 -1.223
C 0.709 -1.794 -0.164
N -0.456 -0.940 -0.301
H -0.678 1.874 1.336
H 1.169 1.250 1.169
H -0.148 0.316 1.977
H -1.614 0.700 -1.896
H -0.902 2.301 -1.205
H 1.485 -1.559 0.622
H 1.280 -1.766 -1.159
H 0.373 -2.912 -0.072
*
```

Values from the calculation:
Energy relative to the best compared isomer or geometry (same formula, charge and spin)   3.996 eV
HOMO   -15.03 eV
LUMO energy   -8.340 eV
Kohn-Sham gap   6.69 eV

Results of the natural (NBO) charge analysis, in e, for atoms 1 through 2: number 1, C, carries -0.70; number 2, C, carries 0.10

***

Entry 4:
ORCA calculation (wB97M-V/def2-TZVPD) on a cluster of 8 separate species, C6H28O8 in total in a non-equilibrium geometry.

```
! wB97M-V def2-TZVPD RIJCOSX def2/J DEFGRID3
* xyz 0 1
O 23.086 6.694 48.031
H 23.389 7.614 47.828
H 23.273 6.654 48.939
H 22.058 6.507 47.611
O 20.545 6.242 47.558
H 19.843 5.552 47.368
C 19.875 8.438 50.059
O 20.447 8.759 48.859
H 20.610 8.050 50.753
H 19.212 7.672 50.240
H 19.523 9.334 50.468
H 20.355 7.988 48.437
C 17.981 2.367 47.688
O 17.411 3.124 48.713
H 18.456 1.344 47.939
H 18.871 2.872 47.200
H 17.265 2.282 46.843
H 17.553 3.984 48.685
C 21.848 4.259 44.704
O 22.297 4.529 46.077
H 20.854 3.840 44.767
H 22.396 3.658 44.241
H 21.668 5.222 44.153
H 21.529 4.698 46.682
C 17.272 6.453 47.856
O 18.168 5.678 48.566
H 17.704 6.747 46.966
H 17.146 7.412 48.398
H 16.384 6.008 47.741
H 19.019 5.751 48.470
C 20.687 3.963 50.350
O 21.442 4.319 49.172
H 21.259 3.354 51.209
H 19.681 3.420 50.123
H 20.418 4.915 50.733
H 20.994 5.058 48.734
C 21.007 7.736 44.366
O 20.038 7.797 45.302
H 21.208 8.785 44.130
H 20.787 7.149 43.548
H 21.883 7.256 44.811
H 20.185 7.464 46.117
*
```

Values from the calculation:
Energy relative to the best compared isomer or geometry (same formula, charge and spin)   9.534 eV
HOMO   -9.84 eV
LUMO energy   -0.585 eV
Kohn-Sham gap   9.25 eV

Results of the natural (NBO) charge analysis, in e, for atoms 1 through 2: number 1, O, carries -0.80; number 2, H, carries 0.53

***

Entry 5:
ORCA calculation (wB97M-V/def2-TZVPD) on a structure of composition C20H40Br4O16 in a non-equilibrium geometry.

```
! wB97M-V def2-TZVPD RIJCOSX def2/J DEFGRID3
* xyz 1 2
Br -5.937 0.144 -0.670
C -6.204 2.052 -0.171
C -4.913 2.747 -0.634
Br -3.614 2.435 0.847
H -6.498 2.238 0.862
H -7.048 2.310 -0.812
H -5.058 3.827 -0.667
H -4.479 2.349 -1.552
Br -2.578 -2.049 2.129
C -1.840 -1.383 0.431
C -0.799 -0.293 0.751
Br 0.694 -0.151 -0.607
H -2.663 -1.047 -0.200
H -1.393 -2.255 -0.046
H -0.374 -0.475 1.738
H -1.234 0.694 0.913
C 3.402 3.762 3.512
C 2.068 3.353 3.988
C 0.970 3.505 2.990
O 0.181 2.476 3.208
C 0.806 1.551 3.991
O 0.475 0.351 4.142
O 2.050 2.002 4.203
H 3.904 3.215 2.714
H 4.058 3.727 4.382
H 3.466 4.839 3.358
H 1.827 3.937 4.877
H 1.424 3.581 2.002
H 0.499 4.487 2.954
C 1.081 -2.549 -3.364
C 2.058 -1.306 -3.446
C 2.918 -1.534 -4.672
O 3.098 -0.181 -5.060
C 2.105 0.554 -4.592
O 1.787 1.683 -4.975
O 1.369 -0.191 -3.766
H 1.711 -3.425 -3.206
H 0.492 -2.777 -4.252
H 0.469 -2.560 -2.463
H 2.607 -1.179 -2.513
H 2.456 -2.157 -5.437
H 3.783 -2.081 -4.297
C 3.876 4.324 -0.037
C 2.695 4.657 -0.887
C 2.535 3.925 -2.237
O 1.246 3.320 -2.130
C 0.760 3.419 -0.936
O -0.203 2.892 -0.518
O 1.478 4.298 -0.184
H 3.901 3.256 0.176
H 3.719 4.796 0.933
H 4.792 4.742 -0.454
H 2.627 5.735 -1.033
H 3.205 3.066 -2.268
H 2.534 4.651 -3.050
C 2.074 -5.575 1.002
C 1.747 -4.399 1.933
C 0.335 -3.841 1.801
O -0.415 -4.676 2.574
C 0.391 -5.114 3.558
O -0.054 -5.691 4.519
O 1.638 -4.766 3.262
H 1.354 -6.385 0.889
H 3.041 -5.993 1.282
H 2.145 -5.123 0.012
H 2.506 -3.680 1.624
H -0.085 -3.890 0.796
H 0.236 -2.806 2.126
O -1.927 -0.098 -2.323
H -1.240 0.034 -2.976
H -2.306 0.772 -2.195
O -5.509 -2.274 2.113
H -4.599 -2.023 2.273
H -5.492 -2.700 1.255
O -3.060 -2.696 -1.910
H -2.544 -1.906 -2.070
H -3.031 -3.174 -2.739
O -5.509 -3.652 -0.111
H -5.259 -4.532 -0.392
H -4.728 -3.120 -0.263
*
```

Values from the calculation:
HOMO (spin up / spin down)   -12.50 / -12.49 eV
LUMO energy (spin up / spin down)   -2.401 / -9.079 eV
Kohn-Sham gap (spin up / spin down)   10.10 / 3.41 eV

Results of the Mulliken charge analysis, in e, for atoms 1 through 2: number 1, Br, carries 0.03; number 2, C, carries -0.52

***

Entry 6:
ORCA calculation (wB97M-V/def2-TZVPD) on a structure of composition C45H100As2ClF12N5 in a non-equilibrium geometry.

```
! wB97M-V def2-TZVPD RIJCOSX def2/J DEFGRID3
* xyz 2 1
C 15.656 16.843 13.996
C 15.712 15.660 14.938
C 16.564 15.843 16.212
N 16.503 14.638 17.090
C 17.369 14.862 18.361
C 18.841 15.029 18.014
C 19.379 13.893 17.099
C 18.412 13.442 15.957
C 17.009 13.277 16.517
C 15.153 14.349 17.615
H 16.344 16.763 13.154
H 15.820 17.793 14.529
H 14.666 16.942 13.536
H 16.056 14.816 14.348
H 14.683 15.418 15.200
H 16.077 16.685 16.730
H 17.588 16.105 15.955
H 16.957 15.754 18.848
H 17.180 14.033 19.056
H 18.910 15.971 17.452
H 19.445 15.120 18.928
H 20.330 14.215 16.640
H 19.555 13.026 17.712
H 18.358 14.279 15.254
H 18.820 12.594 15.415
H 16.229 12.989 15.836
H 16.941 12.576 17.363
H 14.662 15.282 17.928
H 15.178 13.666 18.464
H 14.580 13.819 16.871
C 12.811 13.693 13.455
C 12.707 12.281 13.992
C 12.785 11.295 12.791
N 13.011 9.828 13.122
C 14.493 9.650 13.619
C 14.806 8.192 14.054
C 13.773 7.465 14.950
C 12.283 7.772 14.597
C 12.100 9.246 14.231
C 12.773 9.035 11.798
H 12.683 14.442 14.256
H 12.067 13.864 12.679
H 13.780 13.793 12.973
H 11.781 12.161 14.554
H 13.528 12.156 14.694
H 13.598 11.585 12.120
H 11.837 11.286 12.259
H 14.651 10.336 14.457
H 15.061 9.919 12.729
H 15.808 8.236 14.523
H 14.928 7.591 13.152
H 13.919 7.800 15.987
H 13.932 6.391 14.866
H 11.596 7.536 15.420
H 11.929 7.125 13.792
H 12.378 9.817 15.133
H 11.110 9.490 13.871
H 12.983 7.974 11.936
H 13.452 9.405 11.056
H 11.736 9.150 11.461
C 18.966 9.412 15.328
C 19.155 9.901 13.879
C 20.606 9.570 13.431
N 21.032 9.927 12.012
C 22.448 9.524 11.907
C 23.089 9.832 10.553
C 22.375 8.957 9.466
C 20.797 9.228 9.527
C 20.177 9.101 10.956
C 20.802 11.380 11.800
H 19.086 8.341 15.453
H 18.046 9.780 15.768
H 19.794 9.892 15.896
H 18.934 10.981 13.909
H 18.371 9.487 13.267
H 20.718 8.473 13.476
H 21.345 10.035 14.075
H 22.510 8.431 12.093
H 22.975 10.022 12.712
H 24.141 9.584 10.649
H 23.057 10.914 10.364
H 22.573 7.904 9.598
H 22.648 9.150 8.430
H 20.342 8.467 8.897
H 20.607 10.142 9.006
H 20.334 8.082 11.293
H 19.131 9.419 11.030
H 21.585 11.938 12.348
H 19.812 11.572 12.220
H 20.819 11.693 10.769
C 16.692 6.892 24.434
C 15.785 7.423 23.265
C 16.666 8.004 22.216
N 15.919 8.636 20.979
C 16.977 9.025 19.937
C 17.921 10.089 20.416
C 17.126 11.319 20.847
C 15.986 10.989 21.805
C 15.101 9.859 21.333
C 15.028 7.686 20.332
H 16.089 6.357 25.180
H 17.268 7.680 24.944
H 17.349 6.204 23.919
H 15.058 8.143 23.647
H 15.260 6.547 22.911
H 17.410 7.357 21.719
H 17.259 8.818 22.615
H 17.450 8.074 19.658
H 16.405 9.456 19.091
H 18.603 9.757 21.206
H 18.504 10.247 19.512
H 17.801 12.019 21.330
H 16.663 11.782 19.976
H 16.437 10.699 22.771
H 15.379 11.876 22.015
H 14.388 9.527 22.093
H 14.643 10.167 20.385
H 15.490 6.693 20.205
H 14.643 8.189 19.435
H 14.163 7.508 21.000
C 9.686 13.080 23.149
C 9.714 12.353 21.794
C 10.471 13.255 20.809
N 10.467 12.817 19.304
C 9.065 12.786 18.749
C 9.086 12.511 17.203
C 9.891 13.641 16.483
C 11.298 13.654 17.075
C 11.292 13.864 18.559
C 11.213 11.469 19.215
H 9.149 14.046 23.133
H 10.712 13.375 23.427
H 9.328 12.495 24.017
H 8.704 12.168 21.434
H 10.202 11.402 21.948
H 11.527 13.390 21.062
H 10.004 14.278 20.779
H 8.591 13.787 18.870
H 8.429 12.034 19.228
H 8.054 12.543 16.831
H 9.570 11.589 16.907
H 9.394 14.606 16.634
H 9.951 13.395 15.409
H 11.828 14.464 16.550
H 11.838 12.735 16.830
H 10.711 14.757 18.776
H 12.298 13.927 18.984
H 12.177 11.642 19.686
H 11.446 11.203 18.212
H 10.570 10.753 19.716
As 16.895 12.689 11.876
F 15.413 12.334 10.932
F 17.183 10.930 11.925
F 18.321 13.061 12.846
F 16.614 14.429 11.885
F 15.975 12.480 13.414
F 17.806 12.832 10.344
As 14.257 15.119 21.960
F 13.480 16.374 20.996
F 14.165 14.020 20.544
F 14.970 13.856 22.993
F 14.389 16.199 23.420
F 12.709 14.442 22.466
F 15.901 15.594 21.344
Cl 14.368 10.664 17.648
*
```

Values from the calculation:
HOMO   -12.83 eV
LUMO energy   -3.493 eV
Kohn-Sham gap   9.34 eV

Results of the Mulliken charge analysis, in e, for atoms 1 through 2: number 1, C, carries -1.57; number 2, C, carries 1.71

***

Entry 7:
ORCA calculation (wB97M-V/def2-TZVPD) on the molecule C6H11NO2 in a non-equilibrium geometry.

```
! wB97M-V def2-TZVPD RIJCOSX def2/J DEFGRID3
* xyz 0 1
C -2.661 2.190 0.919
C -1.180 1.899 0.750
O -0.368 2.658 1.231
C -0.886 0.635 0.053
N 0.603 0.224 -0.034
O 1.520 0.910 0.366
C 0.766 -1.160 -0.515
C 1.195 -2.127 0.607
C 1.768 -0.903 -1.677
H -3.087 1.211 1.058
H -2.861 2.676 0.051
H -2.890 2.856 1.767
H -1.741 -0.014 -0.103
H -0.193 -1.276 -0.948
H 1.445 -2.937 0.060
H 2.145 -1.777 1.035
H 0.253 -2.253 1.202
H 1.799 -1.744 -2.396
H 2.844 -1.008 -1.271
H 1.529 -0.061 -2.156
*
```

Values from the calculation:
Energy relative to the best compared isomer or geometry (same formula, charge and spin)   5.342 eV
HOMO (spin up / spin down)   -8.73 / -8.73 eV
LUMO energy (spin up / spin down)   -0.316 / -0.306 eV
SMILES   CC(=O)/C=[N+](\[O-])C(C)C
Kohn-Sham gap (spin up / spin down)   8.41 / 8.42 eV

Results of the natural (NBO) charge analysis, in e, for atoms 1 through 2: number 1, C, carries -0.69; number 2, C, carries 0.49

***

Entry 8:
ORCA calculation (wB97M-V/def2-TZVPD) on a cluster of 6 separate species, C21H36O18 in total in a non-equilibrium geometry.

```
! wB97M-V def2-TZVPD RIJCOSX def2/J DEFGRID3
* xyz 0 1
C 4.743 1.629 1.795
C 4.517 1.019 0.429
C 3.541 -0.197 0.422
O 2.509 0.171 -0.481
C 2.719 1.427 -0.944
O 1.984 1.965 -1.713
O 3.810 1.960 -0.402
H 3.871 2.215 2.083
H 5.635 2.250 1.821
H 4.828 0.830 2.535
H 5.419 0.695 -0.089
H 3.142 -0.391 1.416
H 4.055 -1.074 0.035
C 1.701 -3.877 -1.218
C 2.348 -3.812 0.139
O 2.603 -5.145 0.681
C 3.578 -5.904 0.181
O 3.756 -7.032 0.543
O 4.312 -5.275 -0.737
C 5.283 -6.065 -1.438
H 0.637 -4.083 -1.134
H 2.181 -4.642 -1.829
H 1.830 -2.958 -1.794
H 1.648 -3.448 0.888
H 3.280 -3.252 0.175
H 5.744 -5.378 -2.139
H 4.787 -6.918 -1.890
H 6.055 -6.409 -0.748
C -3.593 5.987 0.383
C -4.458 4.834 0.872
O -4.129 4.513 2.224
C -3.529 3.337 2.458
O -3.452 2.434 1.654
O -3.105 3.329 3.708
C -2.615 2.088 4.242
H -3.423 6.691 1.193
H -4.069 6.477 -0.464
H -2.640 5.589 0.030
H -4.414 3.971 0.215
H -5.503 5.151 0.894
H -3.398 1.680 4.878
H -1.744 2.326 4.843
H -2.384 1.408 3.430
C -4.643 -3.734 -5.289
O -5.185 -3.457 -4.001
C -4.300 -3.433 -3.002
O -3.182 -3.872 -3.063
O -4.880 -2.883 -1.946
C -4.096 -2.808 -0.759
H -3.760 -3.116 -5.476
H -5.406 -3.465 -6.010
H -4.321 -4.773 -5.355
H -3.057 -2.618 -0.995
H -4.237 -3.710 -0.163
H -4.449 -1.982 -0.142
O -0.930 -2.836 0.620
C -0.827 -1.654 0.589
O -0.048 -0.914 1.393
C -0.296 0.473 1.162
C -0.928 0.461 -0.228
O -1.501 -0.853 -0.269
H -0.968 0.949 1.881
H 0.644 1.005 1.297
H -0.190 0.560 -1.026
H -1.718 1.194 -0.360
O 1.529 3.046 2.699
C 1.305 3.696 1.729
O 0.067 3.996 1.273
C 0.175 4.473 -0.067
C 1.655 4.796 -0.258
O 2.248 4.170 0.900
H -0.153 3.672 -0.738
H -0.495 5.310 -0.243
H 1.751 5.880 -0.202
H 2.132 4.312 -1.101
*
```

Values from the calculation:
Energy relative to the best compared isomer or geometry (same formula, charge and spin)   0.000 eV
HOMO   -10.48 eV
LUMO energy   0.404 eV
SMILES   C[C@H]1COC(=O)O1.CCOC(=O)OC.CCOC(=O)OC.COC(=O)OC.O=C1OCCO1.O=C1OCCO1
Kohn-Sham gap   10.89 eV

Results of the Mulliken charge analysis, in e, for atoms 1 through 2: number 1, C, carries -1.19; number 2, C, carries 0.47

***

Entry 9:
ORCA calculation (wB97M-V/def2-TZVPD) on the molecule C5H7N in a non-equilibrium geometry.

```
! wB97M-V def2-TZVPD RIJCOSX def2/J DEFGRID3
* xyz 0 1
C -2.617 -0.151 0.321
N -1.482 -0.319 -0.188
C -0.311 0.547 0.357
C 0.420 1.296 -0.681
C 0.980 0.175 -0.276
C 2.090 -0.784 -0.134
H -3.469 -0.863 0.083
H -2.948 0.480 1.162
H -0.124 0.581 1.454
H 0.285 2.090 -1.446
H 2.236 -1.234 -1.170
H 1.966 -1.604 0.622
H 2.975 -0.214 -0.105
*
```

Values from the calculation:
Energy relative to the best compared isomer or geometry (same formula, charge and spin)   4.062 eV
HOMO   -8.60 eV
LUMO energy   1.135 eV
SMILES   C=N[C@@H]1C=C1C
Kohn-Sham gap   9.73 eV

Results of the natural (NBO) charge analysis, in e, for atoms 1 through 2: number 1, C, carries -0.07; number 2, N, carries -0.41

***

Number 1: M 311.34 Da. Number 2: M 188.23 Da. Number 3: M 70.11 Da. Number 4: M 228.28 Da. Number 5: M 856.14 Da. Number 6: M 1124.60 Da. Number 7: M 129.16 Da. Number 8: M 576.50 Da. Number 9: M 81.12 Da.